[1]
Entry from the OMol25 dataset: a cluster of 3 separate species, C40H84BrF3N9O5P2 in total (wB97M-V/def2-TZVPD).

ORCA input file:
```
! wB97M-V def2-TZVPD RIJCOSX def2/J DEFGRID3
* xyz 1 1
C 3.673 6.351 -0.627
H -6.679 -5.981 -7.006
H -7.654 -2.831 -8.722
H -0.048 -0.633 5.146
O -0.848 -1.057 -2.393
C 5.698 3.561 4.261
H -2.608 2.852 -3.701
F 0.740 -2.040 -0.165
C -0.883 0.133 -1.660
H 5.361 1.187 -1.704
C -0.597 -1.483 8.286
C 0.030 -1.067 0.381
C 3.363 4.483 3.878
H 5.034 4.585 2.467
C 3.674 2.230 -2.599
N -6.459 -3.885 -7.280
C 6.071 5.064 -1.072
H -3.167 -1.609 -1.904
C 5.011 4.850 -1.960
H -4.110 -3.286 -6.061
O 4.056 3.226 -3.518
H -1.706 -1.107 5.566
C 2.112 3.669 3.465
N -5.824 -2.085 -5.758
H -1.673 -5.840 6.853
H -6.165 -2.008 -8.244
H 1.915 2.434 -3.813
N -0.480 -2.730 4.959
H -1.441 3.878 -4.232
C -0.273 1.358 0.417
H 3.202 -0.592 -0.623
C 6.834 2.767 3.642
C 1.520 4.269 2.193
H -1.220 -1.070 3.890
H -4.800 -5.017 -4.961
H 3.222 5.476 3.447
H 1.376 3.656 4.274
H 6.787 6.019 0.693
H 3.463 4.559 4.957
H 4.405 2.962 2.679
H 1.133 5.254 2.457
C -6.606 -2.980 -8.450
H -5.374 -4.363 -3.404
H -0.820 2.113 -0.137
H -2.007 -4.917 5.366
H -1.238 -1.416 9.163
C -2.384 0.427 -1.535
C 4.689 1.058 -2.551
C 1.415 0.237 -1.161
H -0.687 -0.534 7.736
F 0.531 -0.825 1.576
H 0.644 -4.041 3.714
H 2.312 4.387 1.447
O 6.362 1.452 3.385
C 0.371 3.459 1.589
H -5.358 -0.045 -5.610
H -1.185 -6.446 5.269
O -8.125 -2.454 -5.003
H -2.674 0.817 -2.512
H -7.073 -0.389 -5.668
H -7.864 -5.918 -3.554
F -1.199 -1.499 0.536
H 7.020 4.570 -1.250
C 4.629 3.892 3.208
N 2.621 0.190 -0.356
H -3.790 -1.595 -5.827
H -0.458 3.323 2.286
H -6.587 -5.466 -8.670
H 5.212 2.995 5.058
N 0.014 -4.887 5.988
H 2.040 -5.440 6.207
H 7.147 3.283 2.727
C -0.872 -1.309 4.898
H 7.684 2.730 4.332
N -1.621 2.944 -3.893
H 2.998 5.382 -2.437
H -2.649 1.219 -0.833
H -0.211 -1.710 -2.081
H 2.737 6.863 -0.434
Br -0.160 0.558 -4.451
N -6.871 -4.609 -4.887
H 2.474 0.767 -3.697
C 7.105 0.848 2.329
H -1.554 2.831 -1.853
H 0.969 -6.738 5.723
H -4.335 -0.381 -1.516
C 5.936 5.896 0.036
H 5.613 4.444 -3.981
H -2.766 -3.529 6.842
H 3.470 2.607 -1.590
H -0.170 -2.748 2.865
C 3.811 5.521 -1.734
H 8.128 1.225 2.309
C -0.167 1.254 -2.623
H -5.703 -6.031 -3.885
N 0.064 0.169 -0.461
H 1.740 2.279 0.454
H 4.159 0.116 -2.467
C -4.441 -2.413 -5.501
C -8.056 -5.340 -4.456
C -5.634 -5.007 -4.255
C 1.046 -5.852 6.358
H 1.238 1.556 1.972
C -2.230 -3.237 7.748
H 0.430 -1.558 8.648
H 6.040 4.500 4.704
C 5.230 3.898 -3.117
H -2.890 -2.529 8.250
C -6.127 -0.745 -5.272
H 1.577 -0.515 -1.934
H 5.228 1.068 -3.498
H 2.424 2.633 3.319
P 0.272 -3.257 6.443
H 2.490 0.141 0.645
H 1.296 2.441 -1.478
H -3.400 -1.029 -0.224
H -2.124 -4.112 8.398
H 6.042 3.221 -2.833
H -4.249 -2.577 -4.431
H -0.965 1.032 1.193
C -0.843 2.680 -2.668
C 0.373 -2.989 3.777
H 0.027 3.995 0.697
N -0.956 -2.619 7.446
C -6.993 -5.200 -7.694
C 2.323 1.685 -3.133
H 4.614 7.158 1.151
P -7.128 -3.204 -5.831
H -8.398 -6.039 -5.231
H -8.885 -4.666 -4.231
H -6.177 -0.705 -4.176
C 1.288 1.499 -2.023
H 7.158 -0.221 2.530
H 1.297 -2.400 3.804
H 6.589 1.025 1.381
C 4.720 6.533 0.275
C -1.275 -5.541 5.876
C -3.334 -0.744 -1.272
O 1.398 -3.449 7.412
H -6.080 -3.397 -9.308
H -8.084 -5.206 -7.764
H 0.961 -6.167 7.404
H -0.103 3.477 -2.627
C 0.882 2.092 1.093
*
```

Output
DFT total energy, eV: -163254.34763

[2]
Entry from the OMol25 dataset: a structure of composition C24H25MnN3OS6Sb (wB97M-V/def2-TZVPD).

ORCA input file:
```
! wB97M-V def2-TZVPD RIJCOSX def2/J DEFGRID3
* xyz -2 5
S -3.462 4.236 -4.804
S -4.119 4.071 -1.009
S -0.691 -1.578 -3.901
H 1.598 2.499 0.812
H -2.202 2.250 0.599
C -0.849 -3.081 -3.065
H 3.854 0.734 0.778
H 1.365 3.566 2.200
C -4.806 0.289 1.495
H -1.721 -2.631 0.079
H -4.386 2.388 1.722
H 0.598 -1.661 3.629
C -4.025 1.429 1.379
C 1.840 0.883 -3.584
O 0.118 -3.238 -2.136
C 2.752 0.738 4.647
H 2.308 -1.238 5.369
H 3.509 0.939 5.394
H 0.026 2.600 1.562
N -0.194 -0.013 1.767
S -0.729 2.891 -2.406
H 3.747 1.050 -4.547
C -3.124 -0.999 0.317
H -0.525 -4.564 -0.674
N -1.063 0.088 -0.403
C 1.095 2.600 1.776
C -2.791 1.356 0.755
H -1.037 -0.474 2.072
C 3.221 0.850 -3.622
H -2.518 -2.114 -1.395
H 1.233 -4.449 -1.002
Sb -3.065 3.188 -2.828
C 1.460 1.499 2.730
N 1.255 0.102 -0.014
H 5.015 0.526 -2.470
H -4.975 -1.796 1.014
C 1.107 0.625 -2.419
H 1.304 1.122 -4.499
C 0.813 0.252 2.711
C 2.080 -0.475 4.637
C 1.122 -0.714 3.665
S -3.214 0.807 -3.087
H -5.781 0.341 1.961
H 5.108 0.018 -0.227
C 2.433 1.704 3.703
C 3.930 0.560 -2.460
C -2.340 0.152 0.237
C -0.045 0.075 0.379
C 4.037 0.006 -0.020
C 1.850 0.355 -1.281
C 0.240 -4.474 -1.450
C 3.263 0.316 -1.275
C -4.353 -0.909 0.960
Mn -0.958 0.572 -2.607
S -1.988 -4.254 -3.346
H 1.905 -0.052 0.735
H 3.794 -0.983 0.384
H 0.133 -5.318 -2.131
H 2.932 2.666 3.730
C -2.670 -2.271 -0.327
H -3.418 -3.056 -0.213
*
```

Output
DFT total energy, eV: -134686.53643
<S²>: 6.16

[3]
Entry from the OMol25 dataset: a structure of composition C31H41BInN9S7Sb (wB97M-V/def2-TZVPD).

ORCA input file:
```
! wB97M-V def2-TZVPD RIJCOSX def2/J DEFGRID3
* xyz 0 2
H 1.809 1.702 4.993
H -0.873 -3.915 1.497
C -2.369 1.446 1.742
C 2.937 3.796 -0.283
N 2.581 2.713 1.995
H 2.088 4.464 -0.153
S 0.528 -2.504 -1.371
H 3.720 4.333 -0.822
N -0.302 -2.313 3.591
H 2.638 2.946 -0.889
C -1.869 -0.292 -2.789
H -4.505 0.432 -0.237
H -1.603 -4.710 3.792
H -2.216 2.346 -5.964
H -4.861 1.558 -1.566
C -2.985 3.570 2.092
H 2.333 -3.021 3.266
H -2.955 -0.071 -4.571
H 3.978 2.667 3.638
N -1.000 0.449 -2.132
N -3.175 2.454 1.290
H -3.784 4.698 -0.179
H -2.157 -0.120 5.121
N -1.706 1.939 2.821
N 0.861 1.926 3.086
C -0.693 3.483 -4.952
B -0.505 1.393 3.598
S -2.212 -0.135 1.123
N -0.541 -0.148 3.717
S 0.976 -0.735 -4.691
C -0.555 -4.710 4.093
H 0.503 -5.015 1.668
H -3.260 -3.787 -0.257
H -2.720 -2.408 -4.503
C -0.756 1.558 -2.955
C 1.915 1.999 3.966
H 5.414 2.854 0.132
Sb 2.186 -1.661 -2.847
H -0.645 4.248 -5.715
C 0.164 3.562 -3.844
H 4.735 5.167 1.077
C -4.169 1.328 -0.753
C -5.530 2.764 0.749
C -2.421 -1.610 -2.470
C -1.573 1.479 -4.087
H 5.207 2.141 1.733
C -3.053 -3.242 -1.165
H -5.569 3.653 1.378
H 4.580 4.444 2.672
In 0.420 -0.202 -0.324
C -1.573 2.433 -5.098
C -1.469 -0.720 4.554
H 0.770 -3.327 1.227
H 0.867 4.382 -3.783
C 3.544 3.379 1.053
N -2.267 0.302 -3.941
C 0.153 2.613 -2.843
C 4.046 4.651 1.746
C 0.162 -3.991 1.834
C 2.980 2.470 3.297
H -0.488 -4.570 5.173
C 4.690 2.399 0.807
H 0.842 2.669 -2.015
H -1.860 -2.829 4.996
H 1.749 -3.476 4.880
H -0.594 1.816 4.729
C 0.153 -1.123 3.116
H -3.535 4.480 1.951
H -6.258 2.884 -0.053
S 1.436 -0.899 1.984
C -2.813 -2.494 -3.433
H 2.098 -4.725 3.675
S 0.297 2.330 0.468
C 1.704 -3.718 3.816
H -0.143 -5.692 3.861
H -2.688 3.617 -1.056
H -3.187 1.130 -1.168
C -1.324 -2.055 4.486
H -1.684 3.825 3.843
S 2.606 0.266 -1.516
S -3.373 -3.927 -2.708
C 1.282 2.333 1.876
H -5.816 1.901 1.352
H 4.316 1.485 0.345
C -2.082 3.248 3.028
N -2.557 -2.052 -1.183
H -4.369 3.808 -1.579
C -4.137 2.551 0.152
H 3.214 5.320 1.966
C 0.259 -3.672 3.321
C -3.715 3.748 -0.709
*
```

Output
DFT total energy, eV: -134466.35344
<S²>: 0.76

Computed maximum force, in the same sequence as the records: 6.1; 0.6; 0.6 eV/Å.